Entry 1:
The following is a quantum chemistry calculation of a structure of composition C22H42F3NiO12S4 in a non-equilibrium geometry, from the OMol25 dataset.

Values from the calculation:
Gap between HOMO and LUMO (alpha / beta)   0.1039 / 0.1031 Ha
<S²>   2.005
E_LUMO (alpha / beta)   0.07081 / 0.07081 Eh
Multiplicity   3
Strongest force on any atom   4.87 eV/A
Total charge   -1

Each line ends with the Mulliken spin population.
Geometry (Å):
Ni (1.002, -0.501, 0.368)  1.78
C (-1.462, 1.020, -1.585)  0.00
O (-2.587, 1.224, -0.783)  0.00
O (-0.652, 0.257, -0.720)  0.00
C (-1.770, 0.587, -3.017)  0.00
F (-0.782, -0.099, -3.431)  0.00
F (-2.780, -0.261, -3.205)  0.00
F (-1.913, 1.646, -3.874)  0.00
C (-3.439, 2.327, -1.069)  0.00
C (-4.973, 2.038, -0.665)  0.00
H (-5.262, 2.019, 0.386)  0.00
H (-5.584, 2.871, -1.013)  0.00
H (-5.430, 1.180, -1.159)  0.00
H (-3.519, 2.594, -2.123)  0.00
H (-3.002, 3.170, -0.535)  0.00
H (-0.927, 1.965, -1.688)  0.00
O (2.574, -1.159, 1.681)  0.15
C (3.456, -0.613, 2.706)  -0.01
C (4.119, -1.611, 3.791)  0.02
O (4.544, -2.880, 3.384)  0.00
H (2.979, 0.149, 3.324)  0.00
H (4.254, 0.045, 2.361)  0.00
H (3.235, -1.822, 4.393)  0.00
H (4.901, -1.168, 4.408)  0.00
C (-3.511, -0.143, 3.330)  0.00
C (-3.068, 0.160, 4.719)  0.00
C (-1.487, 0.060, 4.561)  0.00
S (-1.018, 0.954, 2.955)  0.01
O (-0.095, 0.067, 2.185)  0.01
O (-0.641, 2.307, 3.276)  0.00
C (-2.766, 0.740, 2.279)  0.00
H (-4.566, 0.129, 3.366)  0.00
H (-3.643, -1.192, 3.064)  0.00
H (-3.472, -0.608, 5.379)  0.00
H (-3.321, 1.168, 5.049)  0.00
H (-1.012, -0.912, 4.431)  0.00
H (-0.985, 0.649, 5.329)  0.00
H (-2.542, 0.196, 1.362)  0.00
H (-3.273, 1.672, 2.028)  0.00
C (4.645, -1.925, -4.226)  0.00
C (3.309, -2.631, -4.645)  0.00
C (2.293, -1.989, -3.724)  0.00
S (2.890, -0.623, -2.708)  0.00
O (2.209, -0.775, -1.415)  0.01
O (2.830, 0.555, -3.596)  0.00
C (4.557, -1.482, -2.760)  0.00
H (4.736, -1.008, -4.809)  0.00
H (5.558, -2.519, -4.251)  0.00
H (3.347, -3.687, -4.375)  0.00
H (3.170, -2.440, -5.709)  0.00
H (2.112, -2.720, -2.936)  0.00
H (1.286, -1.782, -4.087)  0.00
H (4.744, -2.254, -2.014)  0.00
H (5.333, -0.782, -2.452)  0.00
C (-2.076, -3.452, -2.586)  0.00
C (-3.135, -3.807, -1.560)  0.00
C (-2.571, -3.148, -0.241)  0.00
S (-0.743, -3.573, -0.209)  0.01
O (-0.575, -4.800, 0.548)  0.00
O (-0.047, -2.319, 0.208)  0.01
C (-0.687, -3.779, -2.038)  0.00
H (-2.102, -2.389, -2.824)  0.00
H (-2.235, -4.146, -3.411)  0.00
H (-3.160, -4.887, -1.414)  0.00
H (-4.146, -3.401, -1.523)  0.00
H (-2.977, -3.468, 0.718)  0.00
H (-2.511, -2.061, -0.194)  0.00
H (-0.451, -4.837, -2.147)  0.00
H (0.122, -3.156, -2.419)  0.00
C (0.559, 4.959, 1.471)  0.00
C (1.946, 5.126, 1.970)  0.00
C (2.658, 3.726, 1.862)  0.00
S (1.990, 2.864, 0.297)  0.01
O (1.740, 1.384, 0.484)  0.00
O (2.747, 3.305, -0.841)  0.00
C (0.403, 3.848, 0.330)  0.00
H (0.207, 5.945, 1.166)  0.00
H (-0.019, 4.539, 2.293)  0.00
H (2.032, 5.382, 3.026)  0.00
H (2.493, 5.770, 1.281)  0.00
H (2.302, 3.095, 2.676)  0.00
H (3.742, 3.785, 1.764)  0.00
H (-0.358, 3.076, 0.442)  0.00
H (0.253, 4.257, -0.670)  0.00

***

Entry 2:
The following is a quantum chemistry calculation of the molecule C4H9NO in a non-equilibrium geometry, from the OMol25 dataset.

Values from the calculation:
Gap between HOMO and LUMO   0.3857 Ha
SMILES   CC[C@@H](N)C=O
E_LUMO   0.03434 Eh
Multiplicity   1
Strongest force on any atom   1.60 eV/A
Total charge   0

Each line ends with the Mulliken charge.
Geometry (Å):
O (-2.346, -0.469, -0.959)  -0.48
C (-1.650, -0.980, -0.107)  -0.37
C (-0.281, -0.436, 0.255)  0.23
C (0.259, 0.557, -0.741)  -0.41
C (1.804, 0.554, -0.681)  -1.25
N (-0.520, 0.238, 1.591)  -0.65
H (-2.123, -1.810, 0.443)  0.42
H (0.413, -1.278, 0.327)  0.38
H (-0.034, 0.306, -1.758)  0.31
H (-0.151, 1.534, -0.498)  0.28
H (2.225, -0.415, -0.933)  0.33
H (2.046, 0.767, 0.367)  0.32
H (2.239, 1.368, -1.253)  0.36
H (-1.500, 0.508, 1.621)  0.26
H (-0.379, -0.443, 2.326)  0.26

***

Entry 3:
The following is a quantum chemistry calculation of a cluster of 4 separate species, C13H38BrN3O3 in total in a non-equilibrium geometry, from the OMol25 dataset.

Values from the calculation:
Gap between HOMO and LUMO   0.3433 Ha
E_LUMO   -0.16495 Eh
Multiplicity   1
Strongest force on any atom   2.20 eV/A
Total charge   +2

Each line ends with the Mulliken charge.
Geometry (Å):
Br (-1.283, 1.219, -0.730)  -0.77
C (0.455, -1.130, -5.549)  -1.39
C (0.347, -0.686, -4.113)  0.46
C (1.486, -0.985, -3.174)  -0.64
O (2.628, -0.406, -3.748)  -0.41
C (3.863, -0.929, -3.271)  -0.75
N (0.100, 0.814, -4.085)  -0.18
H (-0.545, 1.152, -4.801)  0.40
H (-0.181, 1.250, -3.192)  0.03
H (0.983, 1.317, -4.255)  0.40
H (1.463, -1.197, -5.966)  0.30
H (-0.136, -0.648, -6.324)  0.42
H (0.200, -2.196, -5.543)  0.37
H (-0.562, -1.077, -3.650)  0.21
H (1.509, -2.087, -3.209)  0.36
H (1.333, -0.722, -2.127)  0.46
H (4.195, -1.713, -3.951)  0.29
H (3.727, -1.330, -2.263)  0.29
H (4.638, -0.180, -3.118)  0.27
C (0.523, 4.573, 0.723)  -1.33
C (0.476, 3.865, 2.053)  0.19
C (0.478, 4.849, 3.213)  -0.66
O (0.711, 4.033, 4.363)  -0.35
C (0.440, 4.607, 5.624)  -0.80
N (-0.823, 3.065, 2.185)  -0.05
H (-0.694, 2.555, 3.060)  0.38
H (-1.652, 3.661, 2.205)  0.38
H (-0.917, 2.478, 1.338)  -0.10
H (0.700, 3.876, -0.096)  0.33
H (1.364, 5.263, 0.617)  0.41
H (-0.347, 5.228, 0.635)  0.38
H (1.220, 3.074, 2.124)  0.34
H (-0.505, 5.304, 3.365)  0.39
H (1.318, 5.539, 3.135)  0.45
H (0.696, 5.681, 5.638)  0.34
H (1.122, 4.173, 6.347)  0.29
H (-0.622, 4.679, 5.875)  0.32
C (-2.598, -1.739, 1.579)  -0.79
N (-1.871, -3.001, 1.161)  -0.09
C (-1.790, -3.816, 2.441)  -0.82
C (-2.661, -3.700, 0.087)  -0.83
C (-0.500, -2.656, 0.661)  -0.35
C (0.324, -3.841, 0.226)  -0.50
O (1.667, -3.417, 0.267)  -0.53
H (-2.211, -1.359, 2.517)  0.34
H (-3.659, -1.952, 1.676)  0.37
H (-2.453, -0.998, 0.784)  0.29
H (-1.616, -3.147, 3.272)  0.35
H (-1.012, -4.562, 2.305)  0.34
H (-2.732, -4.334, 2.610)  0.40
H (-2.196, -4.674, -0.022)  0.41
H (-2.562, -3.092, -0.811)  0.34
H (-3.711, -3.715, 0.361)  0.37
H (-0.051, -2.093, 1.485)  0.34
H (-0.608, -1.861, -0.082)  0.25
H (0.053, -4.140, -0.795)  0.36
H (0.210, -4.726, 0.860)  0.37
H (2.268, -4.147, 0.084)  0.34

***

Entry 4:
The following is a quantum chemistry calculation of the molecule C3H5NO2, from the OMol25 dataset.

Values from the calculation:
Gap between HOMO and LUMO   0.3725 Ha
E_LUMO   0.03413 Eh
Multiplicity   1
Strongest force on any atom   0.65 eV/A
Total charge   0

Each line ends with the Mulliken charge.
Geometry (Å):
C (0.974, -1.599, -0.486)  -0.87
C (0.551, -0.214, -0.891)  0.73
O (1.026, 0.436, -1.772)  -0.47
C (-0.243, 1.370, 0.586)  -0.41
O (-0.523, 0.244, -0.136)  -0.19
N (-1.383, 1.747, 1.151)  -0.13
H (2.049, -1.691, -0.641)  0.31
H (0.720, -1.797, 0.556)  0.30
H (0.473, -2.339, -1.116)  0.26
H (-1.365, 2.546, 1.764)  0.27
H (-2.279, 1.296, 0.987)  0.21

***

Entry 5:
The following is a quantum chemistry calculation of a structure of composition C49H47AlN8O21PS in a non-equilibrium geometry, from the OMol25 dataset.

Values from the calculation:
Gap between HOMO and LUMO   0.2199 Ha
E_LUMO   0.00982 Eh
Multiplicity   1
Strongest force on any atom   4.78 eV/A
Total charge   -1

Each line ends with the Mulliken charge.
Geometry (Å):
O (1.510, -3.433, 2.087)  -0.54
S (2.082, -2.566, 3.151)  0.70
O (3.575, -2.642, 3.124)  -0.70
C (1.558, -0.861, 2.785)  -0.87
Al (0.008, -0.407, 4.046)  0.44
P (-2.009, -1.486, 3.505)  0.88
O (-2.995, -1.235, 4.642)  -0.75
O (-1.747, -3.146, 3.455)  -0.53
O (-2.763, -0.926, 2.111)  -0.37
H (1.692, -2.909, 4.423)  0.10
H (1.346, -0.772, 1.717)  0.39
H (2.402, -0.228, 3.094)  0.42
H (-0.178, 1.170, 4.239)  -0.29
H (0.419, -0.978, 5.500)  -0.41
H (-2.181, -3.482, 4.241)  0.28
H (-2.344, -1.301, 1.336)  0.24
C (4.900, -4.371, 0.028)  -0.78
C (5.676, -4.866, -1.016)  -0.40
C (6.912, -4.300, -1.291)  -0.44
C (7.358, -3.242, -0.510)  0.15
C (6.588, -2.735, 0.529)  -0.61
C (5.351, -3.305, 0.796)  -0.29
N (8.669, -2.660, -0.780)  1.11
O (9.316, -3.110, -1.709)  -0.69
O (9.054, -1.760, -0.065)  -0.58
H (3.936, -4.817, 0.244)  0.58
H (5.318, -5.695, -1.612)  0.41
H (7.512, -4.688, -2.102)  0.43
H (6.936, -1.909, 1.131)  0.58
H (4.736, -2.924, 1.607)  0.64
C (9.505, -2.183, 5.077)  -0.46
C (8.682, -2.590, 6.120)  -0.39
C (7.484, -1.931, 6.358)  -0.36
C (7.123, -0.871, 5.541)  0.01
C (7.939, -0.452, 4.501)  -0.28
C (9.136, -1.114, 4.271)  -0.45
N (5.850, -0.190, 5.769)  1.08
O (5.167, -0.567, 6.694)  -0.61
O (5.551, 0.709, 5.018)  -0.61
H (10.436, -2.703, 4.890)  0.37
H (8.972, -3.423, 6.746)  0.37
H (6.846, -2.252, 7.169)  0.45
H (7.654, 0.377, 3.869)  0.46
H (9.779, -0.798, 3.460)  0.43
C (-3.239, 4.279, -0.774)  -0.52
C (-2.542, 5.124, 0.082)  0.08
C (-1.622, 4.600, 0.979)  -0.76
C (-1.411, 3.230, 1.006)  0.09
C (-2.109, 2.376, 0.166)  -0.41
C (-3.025, 2.907, -0.729)  -0.32
N (-0.421, 2.669, 1.924)  0.92
O (0.170, 3.428, 2.658)  -0.60
O (-0.251, 1.473, 1.888)  -0.49
H (-3.949, 4.693, -1.480)  0.41
H (-2.709, 6.192, 0.047)  0.19
H (-1.080, 5.261, 1.640)  0.48
H (-1.943, 1.309, 0.195)  0.36
H (-3.566, 2.250, -1.395)  0.52
C (-7.747, 0.449, -4.005)  -0.39
C (-7.073, 1.314, -3.152)  -0.72
C (-6.154, 0.816, -2.239)  -0.19
C (-5.918, -0.550, -2.197)  0.01
C (-6.589, -1.424, -3.039)  -0.12
C (-7.508, -0.919, -3.947)  -0.66
N (-4.936, -1.078, -1.252)  1.01
O (-4.375, -0.303, -0.517)  -0.60
O (-4.729, -2.274, -1.253)  -0.68
H (-8.462, 0.840, -4.718)  0.41
H (-7.263, 2.378, -3.198)  0.39
H (-5.636, 1.492, -1.576)  0.62
H (-6.406, -2.488, -2.998)  0.45
H (-8.034, -1.587, -4.608)  0.40
C (10.240, 0.731, -3.207)  -0.65
C (10.858, 1.976, -3.256)  -0.33
C (11.983, 2.223, -2.484)  -0.42
C (12.478, 1.213, -1.671)  0.12
C (11.866, -0.030, -1.609)  -0.50
C (10.740, -0.269, -2.382)  -0.18
N (13.678, 1.463, -0.874)  1.02
O (14.179, 2.565, -0.936)  -0.62
O (14.108, 0.556, -0.198)  -0.61
H (9.364, 0.540, -3.815)  0.39
H (10.464, 2.752, -3.898)  0.37
H (12.460, 3.192, -2.525)  0.44
H (12.252, -0.811, -0.970)  0.46
H (10.255, -1.237, -2.342)  0.50
C (-2.971, -4.594, -2.253)  -0.28
C (-1.996, -4.362, -1.290)  -0.73
C (-0.822, -5.102, -1.295)  -0.57
C (-0.638, -6.069, -2.275)  -0.01
C (-1.607, -6.315, -3.237)  -0.42
C (-2.778, -5.572, -3.222)  -0.47
N (0.605, -6.837, -2.304)  1.04
O (1.427, -6.618, -1.444)  -0.60
O (0.746, -7.652, -3.192)  -0.63
H (-3.882, -4.010, -2.248)  0.52
H (-2.151, -3.602, -0.536)  0.65
H (-0.067, -4.917, -0.542)  0.76
H (-1.460, -7.072, -3.994)  0.44
H (-3.540, -5.753, -3.969)  0.36
C (-6.407, 11.118, -1.297)  -0.39
C (-5.925, 10.433, -2.406)  -0.43
C (-4.769, 9.674, -2.306)  -0.37
C (-4.109, 9.608, -1.088)  0.13
C (-4.575, 10.292, 0.024)  -0.31
C (-5.731, 11.051, -0.085)  -0.46
N (-2.903, 8.790, -0.971)  0.99
O (-2.510, 8.218, -1.963)  -0.58
O (-2.368, 8.726, 0.113)  -0.59
H (-7.312, 11.706, -1.378)  0.37
H (-6.453, 10.489, -3.349)  0.37
H (-4.398, 9.143, -3.171)  0.44
H (-4.054, 10.240, 0.970)  0.44
H (-6.106, 11.587, 0.775)  0.37
C (-12.205, -2.962, 0.639)  -0.39
C (-11.402, -3.688, -0.231)  -0.49
C (-10.962, -3.112, -1.413)  -0.26
C (-11.332, -1.808, -1.708)  0.11
C (-12.139, -1.076, -0.852)  -0.34
C (-12.577, -1.659, 0.328)  -0.45
N (-10.850, -1.190, -2.941)  1.05
O (-10.159, -1.859, -3.677)  -0.60
O (-11.157, -0.039, -3.156)  -0.62
H (-12.542, -3.412, 1.564)  0.37
H (-11.115, -4.701, 0.014)  0.37
H (-10.336, -3.680, -2.086)  0.43
H (-12.428, -0.062, -1.088)  0.44
H (-13.205, -1.098, 1.006)  0.37

***

What is the strongest force on any atom in the fifth record?
4.78 eV/A